Version a
Entry from the OMol25 dataset: an isolated molecule of CIN3S (ωB97M-V/def2-TZVPD).

Last column: Löwdin charge in e.
CARTESIAN COORDINATES (ANGSTROEM)
C1 -0.67256 0.23403 -0.29120  -1.153
N1 -0.14012 -1.16035 0.26750  -0.040
N2 0.97778 -0.95755 0.72292  -0.265
N3 1.59372 0.10094 0.61830  -0.356
S1 0.65459 1.28637 -0.06313  0.910
I1 -2.41341 0.49656 -1.25438  0.903

As for the SMILES: Ic1nnns1. Its LUMO energy is -0.030 hartree. The value obtained for the gap between HOMO and LUMO is 8.96 eV.


Version b
Entry from the OMol25 dataset: a structure of composition CIN3S (ωB97M-V/def2-TZVPD).

Last column: Löwdin charge in e.
CARTESIAN COORDINATES (ANGSTROEM)
C1 0.94922 -0.01643 0.00869  -1.135
N1 -1.03541 -1.46781 -0.00058  0.195
N2 -1.52191 -0.44284 -0.00681  -0.382
N3 -1.53010 0.75622 -0.00042  -0.281
S1 0.15481 1.37999 -0.00076  0.820
I1 2.98340 -0.20913 -0.00012  0.783

Its LUMO energy is -0.028 hartree. The value obtained for the gap between HOMO and LUMO is 8.35 eV.


Energetically preferred structure: version a | next structure: +37.0 kcal/mol


Version a
Entry from the OMol25 dataset: an isolated molecule of C5H12NP (ωB97M-V/def2-TZVPD).

Last column: Löwdin charge in e.
CARTESIAN COORDINATES (ANGSTROEM)
C1 1.00121 -1.24015 -0.54535  -0.064
C2 1.85201 -0.61117 0.62606  -0.090
C3 0.64776 0.08807 0.11543  -0.539
C4 0.77552 1.26907 -0.84245  -0.044
C5 -0.60781 0.03890 0.91726  -0.260
N1 -1.82440 0.84318 0.58771  -0.404
P1 -2.93278 0.09771 -0.40803  0.701
H1 1.59674 -1.25527 -1.46033  0.097
H2 0.44541 -2.14829 -0.29457  0.096
H3 1.91906 -0.82620 1.67029  0.088
H4 2.77934 -0.06191 0.42554  0.098
H5 0.50170 2.20863 -0.40361  0.059
H6 0.18897 1.11255 -1.75897  0.082
H7 1.88238 1.35482 -1.16026  0.111
H8 -1.06668 -1.02573 0.93823  0.104
H9 -0.22850 0.30013 1.87533  0.097
H10 -1.59531 1.75827 0.24060  0.028
H11 -2.06526 -0.89607 -1.14139  -0.094
H12 -3.26937 -1.00655 0.61850  -0.068

As for the SMILES: CC1(CNP)CC1. Its LUMO energy is 0.034 hartree. The value obtained for the gap between HOMO and LUMO is 10.24 eV.


Version b
Entry from the OMol25 dataset: a cluster of 2 separate species, C5H12NP in total (ωB97M-V/def2-TZVPD).

Last column: Löwdin charge in e.
CARTESIAN COORDINATES (ANGSTROEM)
C1 -1.83582 0.92626 0.73146  -0.219
C2 -0.97140 0.39340 -0.36959  -0.193
C3 -2.09589 -0.23808 1.55939  -0.115
C4 -0.41509 -0.93118 0.10709  -0.200
C5 -1.23137 -1.24366 1.34646  -0.051
N1 2.36629 -0.41047 -1.50256  -0.344
P1 3.13904 0.82951 -0.54457  0.667
H1 -1.21024 1.76385 1.25423  0.145
H2 -2.73211 1.51545 0.47445  0.114
H3 -1.57954 0.31447 -1.22231  0.104
H4 -0.21197 0.96851 -0.77855  0.068
H5 -2.74289 -0.09423 2.39305  0.095
H6 2.30898 1.77592 -1.11000  -0.137
H7 -0.57828 -1.66963 -0.59226  0.088
H8 0.58680 -1.09817 0.42033  0.081
H9 -1.34272 -2.17218 1.79413  0.080
H10 1.41158 -0.55382 -1.01630  -0.011
H11 3.05842 -1.13299 -1.46556  -0.015
H12 4.07620 1.05704 -1.47888  -0.158

As for the SMILES: C1=CCCC1.NP. Its LUMO energy is 0.036 hartree. The value obtained for the gap between HOMO and LUMO is 9.52 eV.


Version c
Entry from the OMol25 dataset: a structure of composition C5H12NP (ωB97M-V/def2-TZVPD).

Last column: Löwdin charge in e.
CARTESIAN COORDINATES (ANGSTROEM)
C1 -1.72646 -0.41317 -0.27182  -0.569
C2 -3.07947 0.23075 -0.32877  -0.070
C3 -1.78521 -1.92568 -0.26328  -0.084
C4 3.32656 1.16733 0.74521  -0.204
C5 1.84118 0.75789 0.69905  -0.560
N1 -0.78138 0.32044 -0.65083  -0.007
P1 1.43395 -0.36258 -0.76496  0.864
H1 -3.03214 1.01784 0.40921  0.067
H2 -3.84332 -0.57996 -0.05223  0.101
H3 -3.21117 0.73310 -1.25495  0.064
H4 -1.71092 -2.13362 0.78201  0.062
H5 -0.75097 -2.33674 -0.59073  0.065
H6 -2.53986 -2.45986 -0.84120  0.077
H7 4.08323 0.52614 1.30508  0.081
H8 3.78527 1.18200 -0.38046  0.098
H9 3.39979 2.09970 1.17211  0.012
H10 1.13098 1.68223 0.68991  0.091
H11 1.56115 0.09333 1.50203  0.030
H12 1.89878 0.40087 -1.90538  -0.119

Its LUMO energy (spin up / spin down) is 0.012 / 0.012 hartree. The value obtained for the gap between HOMO and LUMO (spin up / spin down) is 8.30 / 8.30 eV.


Energetically preferred structure: version a | next structure: +5.0 kcal/mol


Version a
Entry from the OMol25 dataset: a structure of composition C3H2N2 (ωB97M-V/def2-TZVPD).

Last column: Löwdin charge in e.
CARTESIAN COORDINATES (ANGSTROEM)
C1 0.77405 -1.53848 0.01604  -0.055
C2 1.91737 -0.94051 0.11306  -0.060
C3 0.11658 -0.33992 -0.03714  -0.035
N1 2.69457 0.19018 0.07120  -0.104
N2 1.88208 1.06388 -0.10918  0.103
H1 0.16963 0.00826 -1.06786  0.091
H2 -0.47214 0.09604 0.66695  0.060

Its LUMO energy (spin up / spin down) is -0.009 / -0.009 hartree. The value obtained for the gap between HOMO and LUMO (spin up / spin down) is 8.15 / 8.14 eV.


Version b
Entry from the OMol25 dataset: an isolated molecule of C3H2N2 (ωB97M-V/def2-TZVPD).

Last column: Löwdin charge in e.
CARTESIAN COORDINATES (ANGSTROEM)
C1 0.95130 0.72032 0.28131  -0.165
C2 -0.66231 -1.05542 0.23079  0.162
C3 2.15535 0.10676 0.07110  -0.280
N1 3.12057 -0.50596 -0.06940  0.134
N2 -0.00844 -0.12622 0.06412  -0.031
H1 0.60336 1.67641 0.00976  0.096
H2 -1.15370 -1.90030 -0.20896  0.084

Its LUMO energy is 0.012 hartree. The value obtained for the gap between HOMO and LUMO is 8.81 eV.


Version c
Entry from the OMol25 dataset: an isolated molecule of C3H2N2 (ωB97M-V/def2-TZVPD).

Last column: Löwdin charge in e.
CARTESIAN COORDINATES (ANGSTROEM)
C1 -0.71901 -0.70597 0.84680  0.092
C2 0.92670 0.45549 -0.41180  -0.249
C3 1.09378 -1.82689 -0.46076  0.067
N1 1.47487 -0.72889 -0.71836  -0.045
N2 -0.13961 0.18490 0.24805  -0.022
H1 -1.66838 -0.97282 0.74538  0.012
H2 1.42821 1.48543 -0.50329  0.145

Its LUMO energy (spin up / spin down) is -0.026 / -0.026 hartree. The value obtained for the gap between HOMO and LUMO (spin up / spin down) is 7.85 / 7.85 eV.


Energetically preferred structure: version b | next structure: +45.9 kcal/mol